Entry 1:
C9H9CrO6 as an isolated structure in a non-equilibrium geometry. Source: OMol25; level of theory: wB97M-V/def2-TZVPD.

Structure (XYZ):
```
25
Properties=species:S:1:pos:R:3
O -0.0267 2.7318 -1.0753
C -0.0646 1.6539 -1.5545
Cr -0.0759 -0.3047 -2.0912
C -0.0263 -2.0698 -1.4839
O -0.0183 -3.1650 -1.0616
C -0.1816 -1.1071 -3.8780
O -0.2629 -1.7247 -4.8476
C 1.8028 -0.3592 -1.8098
O 2.9301 -0.4533 -1.6014
C -1.9181 -0.4175 -1.6610
O -3.0448 -0.5663 -1.3402
H -0.0799 0.5736 -3.3693
C -0.4849 1.1166 2.5888
C 0.7864 0.2795 2.7830
C 1.1253 -0.2166 1.3972
O -0.0303 -0.0716 0.5601
C -1.1018 0.5163 1.3245
H -1.1531 1.1055 3.4476
H -0.2245 2.1574 2.3797
H 0.5510 -0.5657 3.4240
H 1.6017 0.8303 3.2387
H 1.9390 0.3458 0.9408
H 1.4298 -1.2622 1.3731
H -1.8192 -0.2813 1.5892
H -1.6531 1.2542 0.7272
```

The spin multiplicity is 4. The charge is +2. The calculation puts the LUMO energy (spin up / spin down) at -9.0 / -12.3 eV. The value obtained for the largest force on an atom is 10.464 eV/Å. The gap between HOMO and LUMO (spin up / spin down) comes out at 8.5 / 5.1 eV.

---

Entry 2:
A 2-piece molecular cluster, C3H8N2OS overall in a non-equilibrium geometry. Source: OMol25; level of theory: wB97M-V/def2-TZVPD.

Structure (XYZ):
```
15
Properties=species:S:1:pos:R:3
C 2.1673 -0.9524 0.0829
C -0.5966 0.9613 0.0584
C -1.0750 -0.4470 0.1419
H 3.0566 -1.3113 -0.7625
H 2.5193 -0.2659 1.3643
H 1.3416 -1.8356 0.4224
H 1.1695 1.7731 -0.0824
H -2.1331 1.8367 -0.0219
H -1.0896 -0.7743 1.2230
H -0.6079 -1.1479 -0.4634
H -2.9805 -0.2430 -1.3664
N 0.7949 0.8964 0.1019
N -1.1032 2.0947 -0.0414
O 1.3919 0.0113 -0.5952
S -2.8552 -0.5960 -0.0618
```

The spin multiplicity is 1. The charge is 0. The calculation puts the LUMO energy at 0.6 eV. The value obtained for the largest force on an atom is 6.129 eV/Å. The gap between HOMO and LUMO comes out at 9.9 eV.

---

Entry 3:
One molecule with the formula C7H10O3 in a non-equilibrium geometry. Source: OMol25; level of theory: wB97M-V/def2-TZVPD.

Structure (XYZ):
```
20
Properties=species:S:1:pos:R:3
C -2.4463 1.2087 -0.4959
C 0.1222 -0.2541 -0.2584
C -1.9860 -1.1511 -0.4495
C -2.5045 2.2580 0.4934
C 2.5861 0.3432 -0.6267
C 1.4503 -1.4990 0.8305
C 1.5041 -0.6887 -0.5813
O -2.7269 -2.0761 -0.4885
O -2.4216 0.0098 0.1226
O -0.7018 -1.1023 -0.8561
H -2.3856 1.8303 1.5143
H -3.5659 2.8041 0.2382
H -1.6474 3.0439 0.3240
H 3.6792 -0.0777 -0.2837
H 2.3943 1.0954 0.0363
H 2.7900 0.7531 -1.6232
H 2.4514 -1.7719 0.9491
H 0.7569 -2.3461 0.7636
H 0.9900 -0.9371 1.6723
H 1.6615 -1.4424 -1.2810
```

The spin multiplicity is 1. The charge is 0. The calculation puts the LUMO energy at 0.4 eV. The value obtained for the largest force on an atom is 4.219 eV/Å. The gap between HOMO and LUMO comes out at 8.9 eV.

---

Entry 4:
One molecule with the formula C7H13N in a non-equilibrium geometry. Source: OMol25; level of theory: wB97M-V/def2-TZVPD.

Structure (XYZ):
```
21
Properties=species:S:1:pos:R:3
C 2.7073 0.2510 -0.0277
C 1.3594 0.7898 0.3936
C 0.2615 -0.2539 -0.1651
C -1.0731 0.3672 0.1267
C -1.6962 1.0117 -1.0593
C -1.9055 -0.7492 0.7576
C 0.4738 -1.6783 -0.0349
N 0.4470 -1.2602 -1.2460
H 3.0018 -0.7395 0.5523
H 3.5535 1.0110 0.4008
H 2.9358 0.0325 -1.1342
H 1.0224 1.6582 -0.1112
H 1.3795 0.8924 1.5533
H -1.0493 1.1807 1.0087
H -1.7571 0.3196 -1.7983
H -0.9969 1.7525 -1.3558
H -2.7534 1.2881 -0.9978
H -2.1827 -1.3936 0.0041
H -2.9114 -0.5420 1.0823
H -1.4631 -1.4109 1.5591
H 0.6467 -2.5270 0.4917
```

The spin multiplicity is 1. The charge is 0. The calculation puts the LUMO energy at 1.0 eV. The value obtained for the largest force on an atom is 4.578 eV/Å. The gap between HOMO and LUMO comes out at 10.5 eV. Its structure (SMILES) is CC[C@]1(C(C)C)C=N1.